This record from the OMol25 dataset describes a cluster of 30 separate species, C70H208N28O30 in total at a distorted geometry. The level of theory is ωB97M-V/def2-TZVPD.

XYZ file:
```
336
Properties=species:S:1:pos:R:3:forces:R:3:lowdin_charge:R:1
C -1.978 -0.622 -1.635 0.0 -0.3 0.0 -0.039
C -1.048 -0.024 -0.570 -1.5 0.2 -0.3 -0.520
C -2.022 0.851 0.211 0.0 0.4 0.9 -0.131
C -1.432 1.414 1.513 -0.3 0.3 -1.2 -0.180
C -1.027 0.246 2.321 1.7 -0.9 -0.4 -0.131
C 0.066 -0.609 1.545 -1.1 -0.3 0.7 -0.448
N -0.554 -1.079 0.299 -1.4 1.2 1.1 -0.215
O 0.182 -2.009 -0.345 1.2 -0.6 -1.2 -0.275
C 0.208 -1.844 2.410 -1.1 -0.1 0.2 -0.046
C 1.425 0.129 1.507 -1.3 0.6 -0.5 0.007
C -0.041 0.816 -1.313 1.2 0.7 -0.3 -0.016
H -2.767 -1.203 -1.138 0.2 -0.2 -0.3 0.064
H -1.403 -1.230 -2.326 -0.1 -0.3 -0.2 0.076
H -2.470 0.191 -2.188 0.2 -0.2 0.0 0.081
H -2.908 0.248 0.504 0.3 0.2 -0.2 0.120
H -2.353 1.600 -0.505 -0.1 0.4 0.2 0.103
H -2.116 2.096 2.000 -0.5 0.0 0.4 0.080
H -0.546 2.018 1.321 0.1 0.0 -0.3 0.082
H -1.826 -0.425 2.594 -0.5 -0.2 -0.1 0.112
H -0.535 0.526 3.236 0.1 0.3 0.7 0.090
H 0.122 -1.568 3.475 0.2 -0.3 -0.4 0.063
H 1.121 -2.343 2.217 0.9 -0.5 -0.1 0.048
H -0.618 -2.520 2.139 0.3 0.0 0.4 0.086
H 1.146 1.164 1.739 0.9 0.0 -0.1 0.049
H 1.914 0.109 0.528 0.0 -0.2 0.2 0.074
H 2.042 -0.294 2.283 0.5 0.1 0.2 0.057
H -0.490 1.298 -2.187 -0.1 -0.2 -0.1 0.066
H 0.772 0.155 -1.654 -0.2 0.4 0.0 0.073
H 0.399 1.668 -0.765 0.0 -0.5 0.2 0.083
O 2.649 -4.168 -5.599 -0.3 -0.3 -0.5 -0.105
H 3.527 -4.457 -5.839 0.3 0.2 0.0 0.025
C -3.476 -6.405 3.464 -0.2 0.5 0.1 -0.202
O -3.519 -7.240 2.365 -0.5 -1.1 -1.4 -0.147
H -3.690 -5.361 3.189 0.2 -0.2 0.2 0.065
H -4.178 -6.719 4.259 0.0 -0.1 -0.6 0.080
H -2.500 -6.518 3.891 0.9 0.5 0.6 0.045
H -3.199 -6.804 1.538 -0.3 0.2 1.1 0.059
C -2.108 -0.030 6.742 0.5 0.9 0.5 -0.108
O -1.489 1.147 7.359 0.0 -0.5 -0.3 -0.166
H -1.992 0.008 5.636 0.1 0.0 0.6 0.078
H -1.590 -0.933 7.137 -0.9 0.4 -0.4 0.055
H -3.187 0.066 6.985 0.6 -0.7 -0.1 0.080
H -0.801 0.864 7.985 -0.2 -0.1 -0.5 0.042
C -5.412 -2.250 4.140 -0.4 -1.9 -2.6 -0.227
O -5.827 -1.912 5.382 -0.4 -0.3 1.9 -0.097
H -4.338 -2.361 4.040 0.5 0.2 0.1 0.048
H -5.834 -3.247 3.822 0.4 0.5 0.6 0.094
H -5.776 -1.636 3.316 0.1 0.7 0.2 0.072
H -6.105 -1.002 5.444 0.0 0.8 -0.3 0.032
C -4.523 3.004 6.230 -0.1 0.4 0.9 -0.137
O -5.699 3.177 5.489 -1.0 -0.6 0.4 -0.151
H -4.725 2.276 7.014 0.0 -0.2 -0.1 0.082
H -3.698 2.643 5.621 0.3 0.2 0.0 0.074
H -4.325 3.949 6.765 0.6 -0.3 -0.3 0.087
H -5.542 3.791 4.773 0.4 0.5 -1.0 0.033
C -0.568 -4.499 -3.794 0.0 0.4 0.0 -0.176
O 0.069 -4.732 -5.030 -0.6 -0.3 0.1 -0.135
H -1.631 -4.723 -3.963 0.3 -0.2 0.6 0.060
H -0.104 -5.005 -2.948 -0.3 -0.8 -0.1 0.071
H -0.504 -3.463 -3.462 -0.1 0.5 -0.3 0.060
H 1.022 -4.748 -4.933 0.7 0.2 -0.1 0.019
C -5.809 0.700 -1.746 0.6 0.2 0.4 -0.144
O -7.097 0.230 -1.354 0.2 0.7 -0.2 -0.113
H -5.038 0.221 -1.133 0.1 -0.2 -0.2 0.071
H -5.591 0.536 -2.814 -0.2 0.1 0.6 0.045
H -5.690 1.767 -1.488 -0.5 -0.3 -0.3 0.073
H -7.007 -0.713 -1.264 -0.1 -0.6 0.0 0.051
C 0.351 -8.303 1.658 -0.6 1.0 -0.6 -0.143
O -0.199 -7.009 1.370 -0.1 -0.1 0.8 -0.164
H -0.491 -8.974 1.669 -0.2 -0.6 -0.1 0.065
H 1.046 -8.515 0.857 0.2 -0.5 0.0 0.066
H 0.842 -8.389 2.626 0.2 0.4 0.2 0.062
H 0.394 -6.630 0.700 0.4 -0.4 -0.2 -0.008
C -7.675 0.829 3.969 -0.7 -0.4 -0.9 -0.158
O -6.584 0.738 4.849 -0.6 -0.4 -0.3 -0.132
H -8.478 1.492 4.279 -0.1 0.2 0.7 0.077
H -7.432 1.212 2.966 0.5 -0.3 0.1 0.063
H -8.148 -0.152 3.837 0.3 0.1 0.1 0.086
H -6.347 1.649 5.058 0.5 0.6 0.3 0.023
C -4.711 0.219 -5.083 -1.4 -0.5 -1.2 -0.136
O -4.880 -0.397 -6.400 0.7 0.3 1.1 -0.128
H -3.866 0.855 -4.988 0.7 0.9 -0.4 0.031
H -5.660 0.757 -4.946 0.5 0.0 0.2 0.084
H -4.583 -0.470 -4.262 -0.2 -0.9 0.0 0.047
H -4.067 -0.890 -6.590 0.0 0.0 0.1 0.028
C 5.535 2.555 5.050 0.7 -0.4 -2.0 -0.755
O 5.202 1.580 4.417 -1.1 -1.8 -0.8 0.002
N 6.418 3.413 4.498 0.7 0.6 0.4 0.165
N 5.130 2.874 6.248 -1.1 0.0 2.1 0.184
H 6.593 4.205 5.085 0.5 0.7 -0.9 0.091
H 6.609 3.320 3.513 0.1 0.4 0.3 0.112
H 5.576 3.639 6.677 0.0 0.7 0.8 0.090
H 4.394 2.335 6.707 0.2 -0.2 -0.1 0.075
C -1.114 0.916 -5.426 -0.6 1.0 0.5 -0.722
O -1.707 1.800 -4.800 0.0 0.5 0.4 -0.030
N 0.012 0.357 -5.004 1.7 -1.2 0.8 0.207
N -1.546 0.492 -6.603 -0.4 -1.0 -1.9 0.192
H 0.440 -0.467 -5.440 -0.3 0.6 0.5 0.107
H 0.270 0.545 -4.049 0.1 -0.1 0.0 0.081
H -2.301 0.973 -7.072 0.1 -0.2 0.1 0.104
H -1.139 -0.354 -6.994 -0.5 0.5 -0.1 0.093
C 4.782 1.965 0.126 -0.3 1.7 0.9 -0.712
O 4.499 2.751 -0.756 -0.8 0.5 -1.3 0.009
N 4.331 2.143 1.373 -2.5 1.6 -0.1 0.201
N 5.659 1.011 0.041 2.0 -2.8 0.1 0.208
H 4.624 1.579 2.116 0.2 -0.9 1.3 0.050
H 3.393 2.563 1.387 0.7 -0.2 0.6 0.099
H 6.227 0.867 -0.772 -0.1 -0.2 -0.2 0.123
H 5.639 0.347 0.806 0.5 -0.1 -0.6 0.108
C 6.136 3.451 -3.632 -0.9 -0.4 -1.2 -0.690
O 6.730 3.813 -4.649 -0.1 -0.1 0.7 -0.008
N 4.990 2.684 -3.645 -0.3 -1.1 -1.0 0.156
N 6.418 3.750 -2.361 0.3 -0.3 1.5 0.151
H 4.856 2.129 -4.496 -0.1 0.5 0.7 0.074
H 4.694 2.239 -2.768 0.0 0.3 -0.7 0.065
H 7.072 4.440 -2.113 0.8 0.7 0.0 0.083
H 5.817 3.333 -1.635 0.4 0.7 -0.5 0.045
C -2.852 -3.987 0.454 0.3 -5.6 -0.9 -0.763
O -3.383 -5.069 0.764 -1.0 0.0 0.2 -0.027
N -3.068 -2.908 1.074 -1.2 4.8 2.3 0.216
N -1.973 -3.980 -0.518 2.7 1.1 -2.0 0.204
H -2.461 -2.087 0.949 -0.3 -0.2 0.0 0.087
H -3.896 -2.941 1.630 -0.1 0.5 0.6 0.103
H -1.465 -4.847 -0.619 -0.3 -0.1 -0.2 0.105
H -1.340 -3.158 -0.534 0.2 -0.3 -0.3 0.067
C 2.971 -1.359 -3.026 0.7 -0.1 -2.2 -0.796
O 3.610 -0.312 -3.311 0.5 0.7 -0.4 -0.103
N 2.851 -1.715 -1.693 -0.7 1.4 2.1 0.081
N 2.427 -2.203 -3.854 -1.2 -0.1 0.1 0.074
H 1.883 -1.348 -1.491 0.8 -1.1 0.9 0.068
H 3.495 -1.052 -1.264 -0.2 -0.1 0.6 0.073
H 2.665 -3.213 -5.343 0.3 -0.2 0.5 -0.009
H 1.964 -2.839 -3.183 0.1 -0.2 -1.2 0.029
C 4.545 0.070 -6.847 0.0 -0.4 2.5 -0.746
O 4.575 0.341 -8.006 0.3 0.5 -2.6 0.034
N 3.504 -0.424 -6.177 -2.0 -0.5 0.4 0.163
N 5.629 0.206 -5.983 0.5 1.2 0.6 0.129
H 2.674 -0.660 -6.693 0.1 0.1 -0.1 0.093
H 3.392 -0.321 -5.157 0.4 -0.4 -0.2 0.042
H 5.333 0.309 -4.995 0.4 -0.5 -0.8 0.062
H 6.134 1.033 -6.282 0.4 -0.2 0.2 0.086
C 1.847 -5.250 -0.525 -0.4 -1.7 0.4 -0.742
O 1.780 -6.477 -0.333 0.4 -0.8 -0.5 -0.015
N 1.220 -4.442 0.246 -2.4 3.8 2.6 0.192
N 2.495 -4.716 -1.536 1.8 -1.8 -2.3 0.203
H 0.509 -4.808 0.880 0.6 0.2 -0.2 0.099
H 1.079 -3.438 -0.039 -0.3 -0.7 0.5 0.080
H 2.894 -3.787 -1.602 -0.3 0.2 0.3 0.043
H 3.010 -5.532 -1.874 0.4 1.0 -0.7 0.105
C -0.475 3.263 4.832 -0.1 -0.4 0.0 -0.040
C 0.710 3.204 3.898 0.4 -0.8 0.2 -0.423
C 0.481 4.033 2.653 -0.9 0.5 0.9 -0.242
O 1.478 3.767 1.749 0.9 -1.5 -0.8 -0.201
C 1.353 4.425 0.525 1.3 1.4 0.0 -0.098
N 1.932 3.598 4.622 0.3 0.3 -0.6 0.073
H -1.360 2.974 4.268 -0.3 0.0 0.0 0.068
H -0.616 4.277 5.200 0.0 0.0 0.2 0.071
H -0.380 2.537 5.661 0.0 0.5 -0.2 0.067
H 0.824 2.155 3.578 -0.2 0.2 -0.2 0.112
H 0.463 5.103 2.917 0.1 0.1 0.1 0.120
H -0.510 3.805 2.225 0.1 0.0 0.1 0.109
H 2.223 4.203 -0.114 -0.5 -0.5 0.2 0.084
H 1.509 5.474 0.783 -0.4 0.6 -0.4 0.087
H 0.412 4.324 -0.016 -0.2 -0.4 0.2 0.088
H 2.765 3.278 4.124 -0.3 0.2 0.0 0.061
H 1.964 3.108 5.501 -0.1 -0.1 0.4 0.043
C -4.439 3.779 -5.654 0.4 0.6 -1.3 -0.051
C -3.333 4.539 -6.465 -0.4 -0.5 -0.3 -0.392
C -2.458 5.332 -5.505 1.3 0.5 -0.3 -0.182
O -1.377 5.983 -6.245 -1.9 -0.3 -0.3 -0.202
C -0.640 6.852 -5.453 1.2 -0.1 0.3 -0.137
N -2.507 3.629 -7.326 -0.2 0.3 2.0 0.055
H -3.987 3.281 -4.815 0.2 -0.2 0.5 0.047
H -4.924 3.007 -6.273 0.2 0.4 0.1 0.078
H -5.200 4.497 -5.327 0.1 -0.2 0.1 0.072
H -3.797 5.220 -7.186 -0.2 0.2 0.3 0.129
H -1.945 4.756 -4.743 0.0 -1.1 0.1 0.113
H -3.008 6.032 -4.879 -0.4 0.7 -0.4 0.114
H 0.079 6.277 -4.854 -0.1 0.2 0.2 0.081
H -1.250 7.478 -4.813 -0.4 0.2 0.3 0.077
H -0.043 7.508 -6.089 -0.1 -0.1 -0.2 0.088
H -2.011 3.139 -6.562 0.1 -0.4 -0.7 0.033
H -1.798 4.261 -7.687 0.1 -0.1 -0.3 0.046
C 1.768 4.210 -8.289 -0.7 -0.1 0.0 -0.061
C 2.197 4.815 -6.924 -0.5 -1.5 -1.6 -0.434
C 1.636 3.897 -5.836 1.2 1.6 -0.1 -0.193
O 1.941 4.603 -4.617 -1.4 -0.6 -0.1 -0.212
C 1.442 3.870 -3.506 0.5 0.0 0.3 -0.107
N 3.646 4.866 -6.864 0.1 0.6 0.4 0.047
H 2.142 4.774 -9.148 0.0 0.1 0.2 0.070
H 0.664 4.134 -8.368 0.5 0.4 0.1 0.066
H 2.091 3.170 -8.438 0.3 0.2 0.3 0.078
H 1.778 5.824 -6.855 0.1 -0.1 0.2 0.123
H 2.224 2.970 -5.913 -0.4 -0.2 0.3 0.130
H 0.570 3.740 -5.971 -0.3 -0.2 0.3 0.109
H 0.368 3.574 -3.526 0.4 0.4 -0.4 0.082
H 1.635 4.466 -2.602 0.0 -0.2 -0.3 0.078
H 2.044 2.967 -3.484 0.0 -0.5 0.5 0.074
H 3.872 4.958 -5.874 0.5 -0.1 -0.3 0.065
H 4.070 4.017 -7.233 -0.2 0.1 0.3 0.074
C 6.820 -4.556 -3.444 0.6 -0.4 0.0 -0.060
C 6.391 -5.030 -2.064 0.9 -1.7 -0.5 -0.455
C 5.698 -3.899 -1.438 -0.5 0.9 0.2 -0.266
O 5.321 -4.216 -0.130 -0.1 1.2 1.0 -0.162
C 4.711 -3.146 0.635 -0.4 -1.2 -0.1 -0.073
N 5.617 -6.279 -2.155 1.5 1.1 -0.6 0.055
H 7.576 -3.775 -3.417 0.4 -0.2 0.2 0.079
H 6.020 -4.066 -3.961 -0.9 0.0 -0.4 0.068
H 7.171 -5.404 -4.031 0.1 0.1 -0.1 0.080
H 7.257 -5.359 -1.482 0.3 0.6 0.1 0.137
H 4.858 -3.662 -2.091 -0.4 0.2 0.1 0.108
H 6.363 -3.036 -1.486 0.1 0.4 0.3 0.130
H 4.630 -3.564 1.628 0.2 0.0 0.4 0.069
H 3.681 -2.983 0.326 0.0 0.2 -0.3 0.051
H 5.222 -2.175 0.703 0.4 -0.4 -0.5 0.075
H 5.035 -6.200 -2.972 -1.0 -0.6 0.6 0.066
H 5.341 -6.569 -1.230 -1.1 -0.1 -0.4 0.073
C -1.881 -1.661 -9.938 0.0 -0.6 0.3 -0.045
C -2.354 -3.031 -9.427 -0.1 0.0 -0.5 -0.435
C -3.209 -2.906 -8.192 0.5 -1.0 1.1 -0.212
O -2.543 -2.345 -7.076 -0.7 1.0 -0.5 -0.231
C -2.229 -3.192 -5.993 1.2 -0.5 -1.1 -0.085
N -3.208 -3.700 -10.414 0.8 1.1 -1.1 0.026
H -1.125 -1.241 -9.262 -0.1 -0.1 -0.3 0.074
H -2.718 -0.973 -9.960 -0.3 0.3 0.0 0.075
H -1.493 -1.737 -10.952 0.2 0.0 0.1 0.075
H -1.498 -3.690 -9.305 0.2 0.1 0.5 0.139
H -3.524 -3.945 -7.941 -0.2 0.6 0.0 0.131
H -4.080 -2.290 -8.430 -0.1 -0.1 0.0 0.126
H -1.724 -4.080 -6.401 0.1 0.2 0.4 0.094
H -3.067 -3.544 -5.416 -0.7 0.3 0.4 0.080
H -1.501 -2.605 -5.436 -0.2 -0.4 0.5 0.086
H -3.693 -4.500 -10.059 -0.3 -0.2 0.3 0.058
H -3.839 -2.985 -10.750 -0.5 -0.4 -0.2 0.065
C 2.494 -0.394 5.084 -0.2 -0.5 -0.6 -0.052
C 2.144 0.092 6.467 0.8 0.3 0.5 -0.362
C 1.408 -0.956 7.367 0.1 1.4 -1.8 -0.180
O 0.917 -0.319 8.510 0.2 1.2 -0.2 -0.216
C 0.238 -1.172 9.389 0.0 -0.8 -1.6 -0.093
N 3.391 0.619 7.068 -0.2 0.2 1.1 0.044
H 3.248 -1.165 5.055 0.8 -0.2 0.3 0.066
H 2.797 0.432 4.434 0.1 -0.1 0.3 0.072
H 1.683 -0.908 4.593 -0.7 0.1 0.0 0.051
H 1.561 0.998 6.241 -0.7 -0.5 0.8 0.119
H 2.043 -1.788 7.681 0.2 -0.2 -0.4 0.137
H 0.592 -1.252 6.691 -0.1 -0.7 0.5 0.105
H -0.279 -1.945 8.780 -0.5 0.5 0.6 0.097
H -0.345 -0.521 9.992 -1.0 0.1 0.6 0.087
H 0.930 -1.708 9.987 0.9 -0.6 0.9 0.073
H 3.378 0.557 8.089 -0.5 0.2 -0.2 0.086
H 4.145 0.006 6.837 0.7 -0.4 -0.6 0.050
C -1.544 -3.217 5.337 1.2 0.2 -1.6 -0.052
C -0.726 -4.523 5.508 -1.2 0.4 -0.1 -0.440
C 0.299 -4.729 4.389 -1.3 -0.7 0.6 -0.213
O 1.384 -3.867 4.550 -0.4 -0.4 0.6 -0.199
C 2.469 -4.150 3.699 -0.3 1.3 0.1 -0.091
N -0.233 -4.516 6.847 1.5 0.1 1.5 0.032
H -2.028 -3.235 4.340 0.1 0.1 0.4 0.066
H -0.738 -2.434 5.247 -1.1 -0.2 0.4 0.059
H -2.307 -2.980 6.091 0.5 -0.3 0.0 0.078
H -1.373 -5.372 5.426 -0.7 -0.5 -0.2 0.109
H -0.295 -4.632 3.475 0.5 0.4 -0.5 0.118
H 0.557 -5.794 4.429 0.6 0.0 0.0 0.128
H 2.929 -5.124 3.841 -0.1 -0.2 0.0 0.098
H 3.152 -3.344 3.953 0.6 -0.1 -0.2 0.073
H 2.111 -3.967 2.696 0.4 -0.5 -0.7 0.053
H 0.618 -3.943 6.819 -0.2 -0.5 0.5 0.061
H -0.037 -5.424 7.300 0.0 0.7 -0.8 0.085
C -1.411 9.173 5.704 -0.7 0.4 -0.5 -0.062
C -2.131 8.460 4.539 1.1 0.2 0.1 -0.449
C -1.521 7.087 4.236 0.2 -0.3 -0.7 -0.202
O -2.123 6.380 3.172 -1.0 0.5 -0.8 -0.229
C -1.873 6.814 1.833 0.6 -0.7 -0.2 -0.080
N -3.546 8.455 4.846 0.0 -0.6 0.5 0.039
H -0.376 9.478 5.581 0.1 -0.3 -0.4 0.072
H -1.478 8.576 6.590 0.0 -0.5 0.7 0.063
H -2.008 10.073 5.876 0.2 0.0 0.1 0.074
H -1.989 9.074 3.657 0.0 0.2 -0.3 0.127
H -1.653 6.371 5.046 0.2 0.3 0.5 0.119
H -0.467 7.143 3.945 0.3 0.4 0.6 0.125
H -0.815 6.591 1.548 -0.6 0.3 0.2 0.086
H -2.101 7.855 1.527 0.0 -0.2 0.8 0.095
H -2.525 6.171 1.241 0.1 0.1 -0.1 0.054
H -3.669 7.755 5.598 -0.4 0.5 -0.7 0.090
H -4.074 8.193 4.018 0.0 -0.3 0.4 0.071
C -5.191 -6.575 -4.899 2.0 -0.3 0.6 -0.060
C -5.337 -6.618 -3.354 -1.2 0.7 -1.2 -0.404
C -4.873 -5.311 -2.754 -0.4 1.1 0.0 -0.170
O -5.563 -4.144 -3.310 -0.7 -3.2 -0.7 -0.187
C -5.270 -3.030 -2.603 1.6 1.4 0.4 -0.170
N -6.730 -7.007 -3.055 0.3 -0.4 0.1 0.030
H -4.173 -6.214 -5.164 -0.4 -0.1 0.2 0.075
H -5.856 -5.905 -5.405 -0.7 0.3 0.1 0.063
H -5.235 -7.558 -5.348 -0.4 -0.3 0.0 0.062
H -4.702 -7.350 -2.869 0.2 -0.4 -0.3 0.137
H -3.793 -5.176 -2.941 -0.2 -0.1 0.3 0.116
H -5.082 -5.361 -1.675 0.3 0.2 -0.1 0.121
H -5.839 -2.186 -3.002 0.0 0.0 0.0 0.081
H -4.181 -2.836 -2.742 -0.4 0.5 0.4 0.093
H -5.447 -3.151 -1.532 -0.1 0.1 0.3 0.087
H -7.402 -6.277 -3.230 0.1 0.3 -0.1 0.062
H -6.849 -7.328 -2.103 0.1 0.2 0.0 0.063
C 10.385 -1.103 5.727 -0.4 0.5 -1.7 -0.062
C 9.709 0.038 4.913 0.5 -0.5 1.2 -0.414
C 8.188 -0.018 5.081 0.0 -0.9 -0.6 -0.211
O 7.771 -1.393 5.010 -1.5 0.6 0.1 -0.204
C 6.358 -1.567 5.359 1.3 0.4 1.0 -0.075
N 10.203 1.361 5.427 -1.0 0.2 -1.3 0.019
H 10.151 -1.009 6.779 0.1 -0.1 0.2 0.075
H 11.440 -1.016 5.500 0.5 0.0 0.5 0.063
H 10.067 -2.062 5.302 -0.1 0.1 0.4 0.073
H 9.988 -0.079 3.867 -0.2 -0.2 -0.2 0.129
H 7.681 0.544 4.285 0.0 0.1 0.2 0.113
H 7.911 0.393 6.046 -0.1 0.2 0.4 0.122
H 5.645 -0.911 4.857 0.4 0.2 -0.3 0.056
H 6.240 -1.414 6.459 0.1 0.1 -0.6 0.090
H 6.125 -2.596 5.171 -0.1 -0.5 -0.3 0.074
H 10.984 1.681 4.834 -0.3 -0.4 0.5 0.071
H 9.445 1.982 5.101 0.5 0.2 0.5 0.053
C -6.461 3.530 1.599 1.1 -2.2 -1.4 -0.029
C -4.967 3.421 1.967 -0.6 0.2 -0.6 -0.403
C -4.044 3.741 0.803 0.5 -1.5 0.6 -0.250
O -4.398 4.931 0.213 0.3 1.3 -1.1 -0.184
C -3.623 5.154 -0.969 -0.5 -0.8 -0.3 -0.080
N -4.757 4.344 3.028 0.4 2.3 1.8 0.039
H -6.674 2.758 0.837 0.0 -0.1 0.3 0.084
H -6.685 4.406 1.035 -0.2 1.1 0.3 0.069
H -7.091 3.293 2.431 -0.4 0.4 0.5 0.054
H -4.719 2.452 2.374 0.0 -0.6 -0.2 0.139
H -4.017 2.911 0.073 -0.1 0.2 0.1 0.111
H -3.039 3.837 1.244 0.2 -0.2 -0.2 0.110
H -4.103 5.936 -1.549 0.3 0.4 0.3 0.091
H -3.705 4.265 -1.594 0.0 -0.3 -0.2 0.081
H -2.530 5.279 -0.835 -0.5 0.4 0.4 0.092
H -3.787 4.530 3.312 -0.1 -0.7 -0.3 0.084
H -4.995 5.264 2.672 -0.4 0.1 0.1 0.092
```
Forces are in eV/Å.

Calculated values
**Charge**: -2
**E_LUMO**: 2.62 eV
**HOMO**: -3.0 eV
**ΔE to the lowest compared entry with this formula, charge and spin**: 1.0139 eV
**Orbital gap**: 5.61 eV